{"formula": "C31H45N8O2PdS3SbSe", "method": "ωB97M-V/def2-TZVPD", "species": ["Pd", "S", "Sb", "S", "S", "C", "C", "C", "C", "N", "C", "Se", "N", "C", "C", "C", "C", "C", "C", "C", "C", "C", "C", "H", "H", "H", "H", "H", "H", "H", "H", "H", "H", "H", "H", "H", "H", "H", "H", "H", "H", "H", "H", "H", "H", "C", "N", "C", "C", "C", "N", "C", "C", "O", "H", "H", "H", "H", "H", "H", "H", "H", "H", "H", "H", "H", "N", "C", "C", "C", "N", "C", "N", "O", "C", "C", "C", "C", "C", "C", "N", "H", "H", "H", "H", "H", "H", "H", "H", "H", "H", "H"], "positions_angstrom": [[-0.79, -1.15, 1.30], [-3.64, -4.26, 3.13], [-1.54, -4.41, 2.11], [-0.55, -2.53, 3.29], [-1.95, -3.01, 0.18], [1.30, -4.63, -3.74], [1.07, -3.40, -4.61], [-0.38, -2.94, -4.66], [-0.90, -2.38, -3.34], [-0.11, -1.24, -2.88], [0.68, -1.16, -1.79], [0.87, -2.46, -0.44], [1.28, 0.04, -1.77], [2.29, 0.52, -0.82], [3.65, 0.75, -1.47], [4.51, -0.51, -1.66], [3.96, -1.50, -2.69], [0.80, 0.80, -2.83], [1.02, 2.13, -3.18], [0.31, 2.59, -4.27], [-0.57, 1.77, -4.99], [-0.78, 0.45, -4.64], [-0.08, -0.01, -3.54], [2.34, -4.94, -3.75], [0.71, -5.48, -4.11], [1.02, -4.46, -2.70], [1.40, -3.62, -5.63], [1.71, -2.58, -4.27], [-1.03, -3.79, -4.91], [-0.51, -2.20, -5.45], [-0.87, -3.13, -2.55], [-1.93, -2.03, -3.44], [2.36, -0.23, -0.03], [1.90, 1.43, -0.37], [4.19, 1.45, -0.84], [3.52, 1.24, -2.44], [4.63, -1.01, -0.70], [5.50, -0.19, -1.97], [3.11, -2.06, -2.32], [4.73, -2.22, -2.98], [3.65, -0.98, -3.60], [1.67, 2.77, -2.62], [0.43, 3.63, -4.57], [-1.12, 2.19, -5.82], [-1.50, -0.16, -5.17], [-1.35, 2.96, 2.29], [-2.67, 2.36, 2.13], [-3.76, 3.29, 1.86], [-4.92, 2.56, 1.22], [-5.27, 1.35, 2.06], [-4.08, 0.51, 2.22], [-4.28, -0.90, 2.48], [-2.84, 1.03, 2.33], [-1.85, 0.31, 2.61], [-1.13, 3.58, 1.42], [-0.61, 2.18, 2.38], [-1.34, 3.59, 3.18], [-3.38, 4.07, 1.21], [-4.08, 3.76, 2.80], [-4.64, 2.24, 0.21], [-5.78, 3.22, 1.13], [-6.05, 0.75, 1.60], [-5.63, 1.67, 3.05], [-5.23, -1.21, 2.05], [-4.29, -1.12, 3.55], [-3.49, -1.49, 2.01], [-1.55, 0.16, -0.27], [-1.99, 1.07, -0.83], [-2.53, 2.16, -1.48], [-1.99, 3.44, -1.18], [-1.53, 4.45, -0.88], [-3.54, 1.96, -2.45], [-4.34, 1.76, -3.25], [0.87, 0.38, 1.79], [1.80, 0.30, 2.60], [2.23, 1.51, 3.38], [1.81, 1.39, 4.86], [2.77, 0.56, 5.70], [2.89, -0.91, 5.28], [3.43, -1.10, 3.86], [2.44, -0.85, 2.81], [1.76, 2.37, 2.91], [3.31, 1.64, 3.31], [0.80, 0.98, 4.91], [1.76, 2.40, 5.28], [2.47, 0.60, 6.74], [3.77, 1.01, 5.65], [1.92, -1.40, 5.35], [3.56, -1.42, 5.97], [3.76, -2.13, 3.72], [4.31, -0.47, 3.70], [2.09, -1.64, 2.28]], "multiplicity": 6, "de_lowest_kj_mol": 0.66, "charge": 1, "gap_ev": [7.30, 4.06]}

---

{"formula": "C31H45O3Zr", "method": "ωB97M-V/def2-TZVPD", "species": ["O", "C", "C", "H", "H", "C", "H", "H", "C", "H", "H", "H", "C", "H", "H", "H", "Zr", "C", "C", "C", "H", "C", "C", "H", "H", "H", "H", "C", "C", "C", "H", "C", "C", "H", "H", "H", "H", "O", "C", "C", "H", "H", "C", "H", "H", "C", "H", "H", "H", "H", "C", "C", "C", "C", "C", "C", "C", "C", "C", "C", "C", "C", "O", "H", "H", "H", "H", "H", "H", "H", "H", "H", "H", "H", "H", "H", "H", "H", "H", "H"], "positions_angstrom": [[-0.79, -0.56, -3.50], [-1.06, 0.58, -4.46], [-0.69, -0.17, -5.72], [-0.41, 1.47, -4.32], [-2.13, 0.87, -4.43], [-0.60, -1.35, -4.75], [0.27, 0.14, -6.13], [-1.48, -0.20, -6.48], [0.74, -2.04, -4.74], [1.48, -1.40, -4.27], [1.07, -2.29, -5.76], [0.62, -2.95, -4.16], [-1.74, -2.29, -5.11], [-2.72, -1.80, -5.05], [-1.71, -3.19, -4.49], [-1.62, -2.61, -6.16], [-0.49, -0.67, -0.08], [-2.72, -1.01, 0.79], [-2.49, 0.39, 0.79], [-2.34, 0.81, -0.58], [-2.55, 1.05, 1.67], [-2.51, -0.35, -1.41], [-2.72, -1.47, -0.56], [-2.94, -2.49, -0.89], [-3.03, -1.58, 1.67], [-2.27, 1.84, -0.92], [-2.63, -0.34, -2.49], [0.55, -2.77, 1.97], [-0.65, -2.92, 1.21], [-0.28, -2.99, -0.19], [-1.61, -3.24, 1.62], [1.13, -2.66, -0.26], [1.62, -2.62, 1.09], [2.68, -2.61, 1.40], [0.61, -2.90, 3.06], [-0.89, -3.38, -1.00], [1.75, -2.76, -1.16], [2.58, 2.90, -2.29], [1.67, 1.76, -2.36], [0.27, 2.28, -2.05], [1.97, 0.92, -1.70], [1.73, 1.37, -3.40], [0.34, 3.65, -2.76], [0.11, 2.38, -0.96], [-0.53, 1.65, -2.45], [1.78, 4.11, -2.41], [-0.46, 4.34, -2.49], [0.32, 3.43, -3.84], [1.74, 4.67, -1.45], [2.25, 4.78, -3.16], [3.92, 0.96, 2.08], [2.61, 1.75, 2.17], [2.00, 2.00, 0.80], [1.67, 1.16, 3.21], [2.04, 1.45, 4.53], [1.29, 1.06, 5.62], [0.15, 0.31, 5.38], [-0.24, -0.06, 4.08], [-1.49, -0.91, 3.98], [-1.43, -2.14, 4.89], [-2.73, -0.09, 4.35], [0.50, 0.39, 2.95], [0.13, 0.06, 1.70], [3.72, -0.09, 1.80], [4.45, 0.95, 3.05], [4.58, 1.41, 1.33], [2.88, 2.74, 2.57], [2.07, 1.09, 0.19], [0.96, 2.31, 0.89], [2.57, 2.78, 0.27], [2.96, 2.03, 4.71], [1.58, 1.31, 6.64], [-0.46, 0.00, 6.24], [-1.56, -1.23, 2.94], [-1.44, -1.84, 5.94], [-2.30, -2.79, 4.72], [-0.52, -2.72, 4.70], [-2.83, 0.79, 3.71], [-3.64, -0.69, 4.26], [-2.65, 0.26, 5.39]], "de_lowest_kj_mol": 50.11, "charge": 1, "gap_ev": 6.59}

---

{"formula": "C31H45O8PPtS3", "method": "ωB97M-V/def2-TZVPD", "species": ["Pt", "O", "S", "O", "O", "C", "C", "C", "C", "C", "C", "S", "O", "O", "O", "H", "H", "H", "H", "O", "P", "C", "C", "C", "C", "C", "C", "C", "C", "C", "C", "C", "C", "C", "C", "C", "C", "C", "C", "H", "H", "H", "H", "H", "H", "H", "H", "H", "H", "H", "H", "H", "H", "H", "H", "H", "H", "H", "H", "H", "H", "H", "H", "H", "H", "H", "H", "H", "H", "H", "H", "H", "C", "S", "O", "C", "C", "C", "C", "C", "C", "H", "H", "H", "H", "H", "H", "H", "H"], "positions_angstrom": [[0.67, -0.11, 0.27], [-0.88, -3.13, -2.28], [0.19, -2.26, -1.96], [1.03, -1.80, -3.02], [-0.42, -1.06, -1.08], [1.24, -3.07, -0.77], [0.86, -4.33, -0.36], [1.72, -5.08, 0.44], [2.96, -4.57, 0.81], [3.34, -3.30, 0.41], [2.48, -2.55, -0.39], [3.00, -0.88, -0.66], [2.75, -0.31, 0.74], [4.35, -0.85, -1.07], [1.97, -0.11, -1.42], [-0.08, -4.74, -0.70], [1.43, -6.07, 0.75], [3.64, -5.16, 1.40], [4.31, -2.90, 0.67], [0.83, 1.46, 1.46], [1.37, 2.11, 2.83], [1.30, 0.77, 4.11], [1.23, 1.25, 5.57], [2.48, 1.05, 6.43], [3.12, -0.31, 6.21], [3.46, -0.51, 4.74], [2.19, -0.46, 3.87], [2.81, 3.15, 2.32], [3.86, 2.49, 1.42], [5.09, 1.93, 2.12], [5.66, 2.88, 3.16], [4.59, 3.31, 4.16], [3.40, 3.98, 3.47], [0.12, 3.36, 3.34], [-1.24, 2.73, 3.72], [-2.11, 2.47, 2.50], [-2.48, 3.79, 1.78], [-1.51, 4.91, 2.15], [-0.07, 4.39, 2.18], [0.29, 0.45, 3.81], [0.42, 0.70, 6.05], [0.94, 2.31, 5.61], [2.20, 1.17, 7.48], [3.21, 1.83, 6.22], [2.43, -1.10, 6.52], [4.02, -0.41, 6.82], [3.97, -1.46, 4.58], [4.15, 0.28, 4.43], [1.60, -1.35, 4.10], [2.46, -0.54, 2.83], [2.22, 3.81, 1.67], [4.18, 3.24, 0.70], [3.39, 1.70, 0.83], [5.85, 1.69, 1.37], [4.83, 0.98, 2.59], [6.06, 3.77, 2.67], [6.49, 2.41, 3.69], [5.01, 4.00, 4.90], [4.25, 2.43, 4.71], [3.75, 4.93, 3.05], [2.63, 4.24, 4.20], [0.53, 3.86, 4.21], [-1.76, 3.44, 4.37], [-1.11, 1.82, 4.30], [-3.02, 1.94, 2.80], [-1.57, 1.82, 1.81], [-3.50, 4.09, 2.04], [-2.47, 3.64, 0.70], [-1.76, 5.32, 3.13], [-1.59, 5.73, 1.44], [0.62, 5.22, 2.29], [0.12, 3.91, 1.21], [-3.11, -1.00, 2.63], [-2.37, -0.57, 1.07], [-0.83, -0.79, 1.45], [-2.95, -1.94, 0.14], [-2.66, -3.26, 0.49], [-3.19, -4.28, -0.27], [-3.99, -3.99, -1.37], [-4.29, -2.68, -1.70], [-3.76, -1.64, -0.95], [-2.76, -1.99, 2.92], [-4.19, -0.99, 2.47], [-2.83, -0.26, 3.38], [-2.03, -3.48, 1.35], [-2.98, -5.31, -0.01], [-4.36, -4.80, -1.99], [-4.92, -2.45, -2.55], [-3.97, -0.61, -1.21]], "de_lowest_kj_mol": 178.66, "charge": 2, "gap_ev": [4.61, 4.71]}

---

{"formula": "C31H46AgAs2FN5O3", "method": "ωB97M-V/def2-TZVPD", "species": ["Ag", "N", "C", "C", "C", "C", "N", "H", "H", "H", "H", "H", "H", "H", "H", "H", "H", "H", "H", "C", "As", "C", "C", "C", "C", "C", "C", "C", "As", "C", "C", "H", "H", "H", "H", "H", "H", "H", "H", "H", "H", "H", "H", "H", "H", "H", "H", "F", "C", "C", "C", "C", "O", "C", "C", "N", "C", "C", "C", "C", "C", "C", "N", "C", "C", "N", "C", "C", "C", "O", "O", "H", "H", "H", "H", "H", "H", "H", "H", "H", "H", "H", "H", "H", "H", "H", "H", "H", "H"], "positions_angstrom": [[0.60, 0.04, -2.16], [-1.41, 1.64, -2.25], [-2.59, 1.23, -3.03], [-2.46, -0.23, -3.49], [-2.56, -1.20, -2.32], [-1.94, -2.56, -2.64], [-0.47, -2.43, -2.62], [-1.67, 1.99, -1.34], [-0.91, 2.38, -2.72], [-2.70, 1.87, -3.91], [-3.50, 1.33, -2.44], [-1.48, -0.33, -3.96], [-3.23, -0.46, -4.23], [-3.60, -1.31, -2.01], [-1.99, -0.79, -1.48], [-2.25, -2.88, -3.64], [-2.30, -3.31, -1.93], [-0.03, -3.13, -3.20], [-0.13, -2.54, -1.68], [2.08, 3.94, -3.60], [1.85, 2.00, -3.80], [1.46, 2.06, -5.74], [3.70, 1.40, -3.96], [4.73, 2.31, -4.16], [6.04, 1.89, -4.29], [6.34, 0.54, -4.22], [5.32, -0.38, -4.03], [3.99, 0.03, -3.90], [2.56, -1.25, -3.64], [3.56, -2.86, -3.12], [2.32, -1.77, -5.53], [2.64, 4.16, -2.70], [1.10, 4.40, -3.52], [2.59, 4.37, -4.47], [2.37, 2.30, -6.29], [0.71, 2.83, -5.94], [1.07, 1.11, -6.09], [4.52, 3.37, -4.20], [6.83, 2.62, -4.44], [7.36, 0.20, -4.32], [5.57, -1.43, -3.97], [4.23, -3.19, -3.91], [2.85, -3.66, -2.91], [4.13, -2.67, -2.21], [3.26, -1.63, -6.06], [1.54, -1.18, -6.01], [2.04, -2.83, -5.58], [-4.25, -0.59, 2.31], [-2.98, -0.24, 2.68], [-2.00, -0.30, 1.72], [-0.68, 0.01, 2.03], [0.37, -0.12, 1.00], [0.13, -0.76, -0.03], [1.62, 0.50, 1.34], [1.84, 0.88, 2.62], [0.93, 0.77, 3.63], [1.33, 1.06, 4.98], [2.61, 0.48, 5.49], [1.30, -0.05, 6.00], [-0.37, 0.42, 3.34], [-1.39, 0.48, 4.30], [-2.70, 0.13, 4.00], [-3.65, 0.22, 5.05], [-5.08, 0.32, 4.80], [-5.78, -1.04, 4.75], [-5.48, -1.78, 6.02], [-4.00, -1.92, 6.24], [-3.38, -0.51, 6.27], [2.75, 0.79, 0.32], [3.88, 0.91, 0.81], [2.38, 0.96, -0.87], [-2.25, -0.62, 0.72], [2.80, 1.29, 2.89], [1.06, 2.06, 5.32], [3.21, 1.10, 6.15], [3.18, -0.14, 4.82], [1.00, 0.19, 7.01], [1.00, -1.03, 5.66], [-1.15, 0.84, 5.29], [-5.26, 0.85, 3.87], [-5.52, 0.91, 5.61], [-5.41, -1.64, 3.93], [-6.86, -0.93, 4.66], [-5.92, -2.70, 6.02], [-5.87, -1.26, 6.81], [-3.59, -2.48, 5.40], [-3.82, -2.46, 7.17], [-2.31, -0.61, 6.43], [-3.79, 0.04, 7.12]], "de_lowest_kj_mol": 0.00, "charge": 1, "gap_ev": 5.48}

---

{"formula": "C31H46AlF21NO14", "method": "ωB97M-V/def2-TZVPD", "species": ["C", "C", "Al", "C", "N", "H", "H", "H", "H", "H", "H", "H", "H", "H", "H", "H", "C", "C", "O", "C", "O", "C", "F", "F", "F", "H", "H", "H", "H", "H", "C", "C", "O", "C", "O", "C", "F", "F", "F", "H", "H", "H", "H", "H", "C", "C", "O", "C", "O", "C", "F", "F", "F", "H", "H", "H", "H", "H", "C", "C", "O", "C", "O", "C", "F", "F", "F", "H", "H", "H", "H", "H", "C", "C", "O", "C", "O", "C", "F", "F", "F", "H", "H", "H", "H", "H", "C", "C", "O", "C", "O", "C", "F", "F", "F", "H", "H", "H", "H", "H", "C", "C", "O", "C", "O", "C", "F", "F", "F", "H", "H", "H", "H", "H"], "positions_angstrom": [[2.26, -1.10, 1.99], [1.54, -1.24, 0.62], [2.73, -1.77, -0.94], [4.44, -2.75, -0.42], [4.31, -4.23, -0.32], [2.52, -0.06, 2.18], [3.14, -1.73, 2.05], [1.60, -1.39, 2.81], [1.11, -0.26, 0.38], [0.69, -1.92, 0.73], [3.17, -0.42, -1.74], [1.81, -2.66, -1.95], [4.90, -2.33, 0.48], [5.16, -2.57, -1.21], [5.18, -4.60, 0.04], [3.57, -4.47, 0.32], [5.69, -5.68, 5.00], [6.78, -4.73, 5.46], [7.30, -3.96, 4.37], [6.56, -2.92, 3.99], [5.53, -2.58, 4.49], [7.24, -2.18, 2.83], [7.68, -3.03, 1.90], [8.31, -1.49, 3.29], [6.40, -1.33, 2.26], [6.06, -6.31, 4.19], [5.37, -6.31, 5.82], [4.83, -5.13, 4.62], [7.63, -5.29, 5.85], [6.43, -4.07, 6.25], [-0.96, 1.25, -0.46], [-2.07, 2.26, -0.66], [-2.12, 2.71, -2.03], [-2.72, 1.91, -2.89], [-3.25, 0.87, -2.66], [-2.69, 2.55, -4.28], [-1.47, 3.02, -4.59], [-3.55, 3.59, -4.35], [-3.04, 1.68, -5.23], [-0.01, 1.66, -0.81], [-0.86, 0.96, 0.58], [-1.14, 0.35, -1.05], [-1.87, 3.15, -0.06], [-3.04, 1.87, -0.36], [2.56, 0.95, -7.87], [3.17, 1.20, -6.51], [3.09, 0.04, -5.68], [3.99, -0.91, -5.91], [4.85, -0.87, -6.75], [3.79, -2.07, -4.92], [2.51, -2.41, -4.86], [4.22, -1.70, -3.72], [4.49, -3.14, -5.32], [1.53, 0.60, -7.77], [2.56, 1.87, -8.47], [3.11, 0.19, -8.42], [2.62, 1.98, -5.98], [4.21, 1.53, -6.59], [-0.87, 3.67, 5.94], [-2.37, 3.56, 5.83], [-2.77, 3.08, 4.53], [-2.67, 1.77, 4.33], [-2.28, 0.96, 5.12], [-3.17, 1.43, 2.92], [-2.67, 2.27, 2.00], [-4.51, 1.52, 2.87], [-2.84, 0.19, 2.58], [-0.47, 4.30, 5.14], [-0.59, 4.10, 6.90], [-0.39, 2.69, 5.85], [-2.83, 4.53, 5.94], [-2.79, 2.91, 6.60], [-2.79, -6.12, 0.96], [-2.34, -5.63, 2.32], [-1.00, -6.04, 2.61], [-0.05, -5.30, 2.02], [-0.23, -4.36, 1.31], [1.34, -5.81, 2.44], [1.41, -7.15, 2.35], [1.59, -5.49, 3.72], [2.29, -5.29, 1.68], [-2.67, -7.20, 0.88], [-3.84, -5.87, 0.79], [-2.20, -5.66, 0.17], [-2.95, -6.08, 3.10], [-2.44, -4.55, 2.41], [-7.22, 2.65, 5.02], [-7.80, 3.97, 5.47], [-7.69, 4.15, 6.89], [-6.49, 4.52, 7.34], [-5.52, 4.72, 6.67], [-6.54, 4.70, 8.86], [-7.14, 3.66, 9.45], [-7.21, 5.81, 9.18], [-5.30, 4.80, 9.36], [-7.69, 1.83, 5.57], [-7.38, 2.50, 3.96], [-6.15, 2.60, 5.22], [-8.86, 4.01, 5.25], [-7.32, 4.81, 4.95], [-1.54, 3.98, -7.59], [-0.45, 3.29, -8.37], [-0.86, 3.03, -9.73], [-0.78, 4.05, -10.57], [-0.41, 5.16, -10.31], [-1.21, 3.61, -11.97], [-2.35, 2.90, -11.93], [-0.26, 2.84, -12.53], [-1.41, 4.66, -12.76], [-2.47, 3.41, -7.63], [-1.24, 4.10, -6.55], [-1.75, 4.97, -8.00], [-0.25, 2.31, -7.94], [0.48, 3.85, -8.36]], "charge": -1, "gap_ev": 6.00}